No. 1
ORCA calculation (ωB97M-V/def2-TZVPD) on a 3-piece molecular cluster, C14H16B3F6IO10 overall.

Geometry as XYZ:
```
50
Properties=species:S:1:pos:R:3
C 5.9838 -3.4836 -1.9011
C 4.6608 -3.0985 -2.2770
B 3.0379 -2.7721 -2.5496
O 2.1505 -3.9767 -2.5377
B 0.9463 -3.5953 -1.7379
I 0.2091 -4.6392 0.0456
O 0.1937 -2.4159 -2.2069
B 1.0897 -1.2801 -2.5389
C 0.3350 0.2159 -2.6315
C -1.2155 0.0341 -2.0323
O -1.3411 0.1994 -0.7031
O -2.3172 -0.2363 -2.9732
C -3.3026 -1.1761 -2.4163
C -2.9801 -2.5959 -1.6624
O -4.6169 -0.8607 -2.5820
O 2.5529 -1.3938 -2.8034
H 6.9355 -4.2007 -1.8326
H 0.2188 0.4582 -3.7905
H 0.9420 1.0482 -2.0496
H -2.1793 -2.4666 -0.7872
H -3.9816 -2.9553 -1.1553
H -2.6498 -3.4662 -2.4089
C -0.8806 -0.3835 4.4814
C 0.6039 -0.4403 4.7920
O 0.9807 -1.7575 5.2218
C 1.1836 -2.6815 4.2283
O 1.0538 -2.4374 3.0311
C 1.6255 -4.0188 4.8189
F 0.8743 -4.3951 5.8937
F 2.9185 -3.9853 5.2531
F 1.5502 -5.0472 3.9276
H -1.4663 -0.7298 5.3388
H -1.1852 0.6368 4.2331
H -1.1344 -1.0357 3.6397
H 0.8300 0.2403 5.6195
H 1.2102 -0.1198 3.9371
C -2.8307 4.0874 -1.2329
C -1.4080 3.5619 -1.2908
O -0.5298 4.5421 -1.8650
C -0.0975 5.5334 -1.0210
O -0.4254 5.6164 0.1602
C 0.8640 6.4744 -1.7437
F 0.4151 6.8414 -2.9786
F 2.0885 5.9053 -1.9391
F 1.0881 7.6343 -1.0638
H -3.1591 4.4176 -2.2235
H -3.5144 3.3141 -0.8724
H -2.9061 4.9541 -0.5685
H -1.3701 2.6819 -1.9414
H -1.0507 3.2477 -0.3035
```

Computed properties:
- Gap between HOMO and LUMO: 0.349 Eh
- E_LUMO: -0.754 eV
- HOMO level: -10.3 eV
- SMILES: C#CB1OB(I)OB(CC(=O)OC(C)=O)O1.CCOC(=O)C(F)(F)F.CCOC(=O)C(F)(F)F
- Spin multiplicity: 1
- Total charge: 0

Here are the natural (NBO) charges for atoms 1 to 4, given in e: C -0.183; C -0.376; B 1.154; O -0.906

***

No. 2
ORCA calculation (ωB97M-V/def2-TZVPD) on one molecule with the formula C2H6N4S.

Geometry as XYZ:
```
13
Properties=species:S:1:pos:R:3
C 0.4813 0.2353 -0.7435
C -0.4615 1.1140 1.4272
H -1.5957 -1.0952 0.4449
H -0.1442 -1.4547 0.8108
H -0.0363 -1.2210 -1.8081
H 1.6414 0.3729 -2.3258
H 1.5610 0.5970 1.0934
H -0.3744 1.7236 2.3053
N -0.8372 -1.6672 -0.0858
N -0.3770 -0.7682 -1.0707
N 1.5490 0.6335 -1.4110
N 0.5620 0.4690 0.7058
S -1.9687 1.0609 0.6575
```

Computed properties:
- Gap between HOMO and LUMO: 0.314 Eh
- E_LUMO: -0.362 eV
- HOMO level: -8.9 eV
- SMILES: [H]/N=C(\NN)NC=S
- Energy above the lowest of the compared OMol25 structures with the same formula, charge and spin: 75.42 kcal per mole
- Spin multiplicity: 1
- Total charge: 0

Here are the natural (NBO) charges for atoms 1 to 4, given in e: C 0.578; C -0.053; H 0.354; H 0.330

***

No. 3
ORCA calculation (ωB97M-V/def2-TZVPD) on a 2-piece molecular cluster, C2H2NO3 overall.

Geometry as XYZ:
```
8
Properties=species:S:1:pos:R:3
C -1.1507 0.3074 -1.2529
C 1.2178 1.0528 -0.3859
N -0.1273 0.8112 -0.9809
O 1.1565 1.1116 0.8353
O -1.1953 -1.8158 1.1297
O 2.1207 1.1115 -1.1997
H -0.6040 -1.1896 1.5624
H -1.4177 -1.3892 0.2919
```

Computed properties:
- Gap between HOMO and LUMO: 0.357 Eh
- E_LUMO: 4.346 eV
- HOMO level: -5.4 eV
- Energy above the lowest of the compared OMol25 structures with the same formula, charge and spin: 29.79 kcal per mole
- Spin multiplicity: 1
- Total charge: -1

Here are the natural (NBO) charges for atoms 1 to 4, given in e: C 0.129; C 0.868; N -0.565; O -0.721

***

No. 4
ORCA calculation (ωB97M-V/def2-TZVPD) on one molecule with the formula C4H6N2O.

Geometry as XYZ:
```
13
Properties=species:S:1:pos:R:3
C -1.2314 1.1273 0.8718
C -1.1501 -0.2195 0.0924
N -1.0221 -0.1768 -1.2357
C 0.2590 -0.5485 -1.5149
C 0.9293 -0.7903 -0.3280
O 2.2150 -0.8911 0.0594
N -0.0001 -0.7677 0.6316
H -1.2114 1.8594 0.0672
H -0.2918 1.3114 1.4375
H -2.0533 1.2416 1.5649
H 0.6605 -0.5175 -2.5183
H 2.7710 -0.8180 -0.7209
H 0.1492 -0.8353 1.6239
```

Computed properties:
- Gap between HOMO and LUMO: 0.309 Eh
- E_LUMO: 0.570 eV
- HOMO level: -7.8 eV
- SMILES: Cc1ncc(O)[nH]1
- Energy above the lowest of the compared OMol25 structures with the same formula, charge and spin: 61.23 kcal per mole
- Spin multiplicity: 1
- Total charge: 0

Here are the natural (NBO) charges for atoms 1 to 4, given in e: C -0.642; C 0.231; N -0.405; C -0.200

***

No. 5
ORCA calculation (ωB97M-V/def2-TZVPD) on CaI as an isolated structure.

Geometry as XYZ:
```
2
Properties=species:S:1:pos:R:3
Ca 2.2706 0.4451 0.1809
I -2.2706 -0.4451 -0.1809
```

Computed properties:
- Gap between HOMO and LUMO: 0.144 Eh
- E_LUMO: -7.453 eV
- HOMO level: -11.4 eV
- Energy above the lowest of the compared OMol25 structures with the same formula, charge and spin: 84.30 kcal per mole
- Spin multiplicity: 1
- Total charge: +1

Atomic charges from the natural (NBO) analysis, expressed in e, are listed below: Ca 1.460; I -0.460

***

No. 6
ORCA calculation (ωB97M-V/def2-TZVPD) on C16H16NO5OsS5 as an isolated structure.

Geometry as XYZ:
```
44
Properties=species:S:1:pos:R:3
Os -0.5752 0.2200 0.4555
S -2.3109 1.8072 0.7979
S -3.6865 1.9374 -0.6316
S -2.8030 0.4216 -2.4910
S -1.1715 -0.4037 -1.7622
O 1.0503 -1.3357 0.6159
N 0.8852 -2.6129 0.3580
C 1.9743 -3.3164 -0.0064
C 1.9114 -4.6477 -0.3244
C 0.6720 -5.2919 -0.2766
C -0.4275 -4.5781 0.1296
C -0.3440 -3.2184 0.4950
S -1.6541 -2.3469 1.1098
H 2.8813 -2.7327 -0.0325
H 2.8183 -5.1654 -0.6031
H 0.5796 -6.3350 -0.5528
H -1.4067 -5.0292 0.1930
C 6.7083 -1.0554 0.7060
C 5.5443 -0.2409 0.1988
C 5.1225 0.8986 0.8677
C 4.0054 1.6140 0.4466
C 3.5864 2.8737 1.1547
C 3.2607 1.1457 -0.6349
C 3.6885 0.0209 -1.3409
C 2.9057 -0.4601 -2.5273
C 4.8353 -0.6476 -0.9252
C 2.0366 1.9473 -1.0912
O 2.2558 2.7960 -1.9624
O 0.9371 1.7740 -0.4736
H 7.3947 -0.4444 1.2941
H 7.2630 -1.5122 -0.1161
H 6.3453 -1.8628 1.3490
H 5.6743 1.2413 1.7385
H 4.3277 3.1712 1.8972
H 2.6278 2.7262 1.6557
H 3.4514 3.6809 0.4324
H 2.7675 0.3472 -3.2487
H 1.9077 -0.7658 -2.2104
H 3.3895 -1.3072 -3.0171
H 5.1745 -1.5146 -1.4875
O 1.5079 0.8958 3.9986
C 1.1327 0.6973 2.8485
O -0.0889 0.6566 2.4451
H 1.8995 0.5399 2.0595
```

Computed properties:
- Gap between HOMO and LUMO (spin up / spin down): 0.198 / 0.193 Eh
- E_LUMO (spin up / spin down): 4.389 / 3.872 eV
- HOMO level (spin up / spin down): -1.0 / -1.4 eV
- Spin multiplicity: 6
- Total charge: -2

Here are the natural (NBO) charges for atoms 1 to 4, given in e: Os 1.108; S -0.241; S -0.271; S -0.096

***

E_tot for every record listed, in sequence, given in hartree: -2266.95246 -696.90588 -357.95167 -340.69733 -974.95145 -3131.90517.
Strongest force on any atom for every record listed, in sequence, given in eV Å⁻¹: 9.89 5.61 2.21 1.36 1.40 1.66.